{"formula": "C36H50AgN5O3PSSe", "method": "the ωB97M-V functional and the def2-TZVPD basis", "lumo_ev": 2.481, "homo_lumo_gap_ha": 0.259, "max_force_ev_per_a": 0.5, "molar_mass_da": 850.70, "charge": -1, "homo_energy_ha": -0.16762, "symbols": ["Ag", "C", "C", "N", "C", "C", "C", "S", "N", "C", "O", "C", "C", "C", "C", "C", "C", "H", "H", "H", "H", "H", "H", "H", "H", "H", "H", "H", "H", "H", "H", "H", "N", "C", "C", "O", "O", "H", "H", "H", "H", "C", "C", "C", "C", "P", "C", "C", "C", "C", "C", "C", "C", "C", "C", "C", "H", "H", "H", "H", "H", "H", "H", "H", "H", "H", "H", "H", "H", "H", "H", "H", "H", "H", "H", "H", "H", "H", "H", "C", "N", "C", "Se", "N", "C", "C", "C", "C", "C", "C", "H", "H", "H", "H", "H", "H", "H", "H"], "coordinates": [[-0.087, 0.482, -0.526], [3.619, 2.615, 4.019], [3.121, 1.227, 4.398], [1.756, 0.956, 3.963], [0.678, 1.154, 4.922], [0.048, 2.539, 4.855], [1.512, 0.628, 2.667], [-0.099, 0.361, 2.161], [2.620, 0.448, 1.930], [2.763, 0.774, 0.651], [2.064, 1.538, -0.038], [3.999, 0.176, 0.004], [4.793, -0.759, 0.660], [5.902, -1.305, 0.031], [6.237, -0.913, -1.258], [5.453, 0.026, -1.916], [4.337, 0.561, -1.289], [4.648, 2.753, 4.360], [3.006, 3.397, 4.468], [3.596, 2.738, 2.937], [3.140, 1.101, 5.483], [3.775, 0.475, 3.959], [1.098, 0.975, 5.915], [-0.083, 0.396, 4.742], [0.765, 3.318, 5.118], [-0.792, 2.604, 5.551], [-0.328, 2.729, 3.851], [4.515, -1.054, 1.663], [6.509, -2.038, 0.550], [7.105, -1.336, -1.747], [5.711, 0.341, -2.920], [3.713, 1.294, -1.784], [0.697, 1.376, -2.942], [-0.348, 2.234, -3.487], [-1.303, 2.778, -2.416], [-2.061, 3.702, -2.791], [-1.287, 2.273, -1.268], [1.310, 1.888, -2.313], [1.267, 0.970, -3.673], [-0.965, 1.639, -4.167], [0.019, 3.093, -4.059], [-0.845, -3.335, 1.246], [0.102, -3.304, 0.043], [0.189, -4.692, -0.591], [1.495, -2.897, 0.547], [-0.426, -1.941, -1.126], [0.604, -2.311, -2.603], [0.267, -3.157, -3.659], [1.141, -3.374, -4.715], [2.385, -2.760, -4.726], [2.740, -1.918, -3.682], [1.851, -1.687, -2.643], [-2.225, -2.106, -1.616], [-2.400, -1.230, -2.865], [-2.799, -3.503, -1.860], [-3.048, -1.446, -0.495], [-0.414, -3.988, 2.012], [-1.827, -3.732, 0.987], [-0.965, -2.344, 1.687], [0.546, -5.403, 0.162], [0.893, -4.709, -1.424], [-0.776, -5.049, -0.951], [1.814, -3.612, 1.312], [1.486, -1.900, 0.991], [2.237, -2.918, -0.254], [-0.689, -3.660, -3.671], [0.848, -4.029, -5.526], [3.071, -2.933, -5.546], [3.705, -1.428, -3.672], [2.125, -0.994, -1.856], [-1.890, -1.636, -3.739], [-2.032, -0.217, -2.690], [-3.467, -1.150, -3.087], [-2.273, -4.066, -2.629], [-3.839, -3.400, -2.182], [-2.801, -4.102, -0.948], [-2.630, -0.476, -0.212], [-3.109, -2.071, 0.396], [-4.060, -1.261, -0.863], [-5.705, 0.948, 0.901], [-4.922, 2.071, 0.446], [-4.681, 2.407, -0.857], [-5.373, 1.554, -2.333], [-3.882, 3.493, -0.853], [-3.524, 3.796, 0.446], [-2.676, 4.761, 0.961], [-2.539, 4.813, 2.341], [-3.227, 3.931, 3.176], [-4.068, 2.954, 2.659], [-4.195, 2.906, 1.281], [-6.315, 0.607, 0.068], [-6.342, 1.261, 1.729], [-5.054, 0.137, 1.234], [-3.231, 3.725, -1.648], [-2.133, 5.429, 0.307], [-1.875, 5.547, 2.780], [-3.088, 3.996, 4.247], [-4.575, 2.248, 3.302]]}